ORCA calculation (ωB97M-V with the def2-TZVPD basis set) on a 2-piece molecular cluster, C20H32NO8P2 overall.

```
63
Properties=species:S:1:pos:R:3:forces:R:3
C 2.863 1.359 4.887 1.4 1.2 -0.1
P 1.072 1.356 4.221 -0.1 -3.3 -0.2
C -0.234 1.553 5.605 -1.3 1.6 0.0
O 0.834 2.479 2.912 1.9 -1.3 -1.8
C 1.496 2.048 1.671 4.2 4.8 -2.0
O 2.366 2.933 1.113 -6.0 -6.1 3.5
C 1.253 0.641 0.865 -0.9 -4.4 -1.8
C 1.417 -0.879 1.530 -0.9 0.6 -3.2
C 1.144 -2.278 0.655 0.0 3.5 -0.4
C 1.356 -3.683 1.476 -0.1 0.3 -0.6
C 0.735 -5.013 0.745 0.5 -0.6 0.2
C 1.692 -6.292 1.240 -0.4 1.1 0.3
C 1.379 -7.664 0.398 -0.5 -0.1 2.3
O 1.491 -7.538 -1.064 3.5 2.2 0.7
C 2.700 -6.805 -1.472 -1.9 4.1 -5.2
O 2.587 -5.910 -2.481 0.6 -5.9 6.6
N 0.768 -2.171 -0.807 0.9 3.8 2.9
C 0.627 -0.817 -1.536 1.6 0.1 3.6
P 0.195 -0.824 -3.436 -0.7 0.5 -1.0
C 1.926 -0.685 -4.313 1.2 -1.2 0.8
O -0.477 -2.360 -3.914 2.2 1.2 -0.3
C 0.844 0.642 -0.757 0.6 -2.6 1.2
C 0.686 2.094 -1.558 0.2 -0.3 0.5
C -0.641 2.853 -0.911 -0.9 0.4 -0.4
C -1.950 2.734 -1.938 -4.6 -3.4 0.6
O -2.903 1.807 -1.658 6.2 6.2 -2.0
O -2.037 3.654 -3.115 -0.9 -2.1 3.5
H 3.608 1.412 3.958 -1.8 -0.1 1.8
H 3.120 2.287 5.557 -0.3 -2.0 -1.0
H 3.112 0.319 5.412 -1.0 2.4 -1.0
H -1.294 1.618 5.065 2.4 -0.2 1.0
H -0.123 2.555 6.212 -0.2 -2.2 -0.9
H -0.292 0.588 6.288 0.6 2.1 -1.5
H 1.742 -0.989 2.672 -0.9 0.3 -2.9
H 2.529 -3.818 1.610 -2.5 0.4 -0.4
H 0.884 -3.552 2.551 1.0 -0.1 -2.3
H 0.794 -4.989 -0.423 0.0 0.2 2.2
H -0.405 -5.176 1.042 2.6 0.3 -0.6
H 2.830 -5.936 1.176 -2.4 -0.9 -0.1
H 1.485 -6.407 2.410 0.4 -0.2 -2.6
H 2.069 -8.506 0.851 -1.3 1.5 -1.2
H 0.243 -7.944 0.626 2.6 0.5 -0.8
H 3.773 -6.940 -1.012 -2.4 -0.3 -0.4
H 0.599 -3.020 -1.407 0.3 1.1 1.0
H 2.215 0.439 -4.489 -0.8 -2.3 0.2
H 1.974 -1.343 -5.306 -0.3 1.7 2.1
H 2.690 -1.167 -3.559 -1.2 1.0 -1.7
H -0.100 -2.600 -4.820 -0.6 0.3 1.8
H 0.581 1.951 -2.723 0.0 0.0 2.5
H 1.667 2.754 -1.407 -2.2 -1.7 0.0
H -1.005 2.339 0.098 0.8 1.0 -2.4
H -0.439 3.990 -0.649 -0.3 -2.4 -0.9
H -3.023 3.851 -3.296 1.7 -0.8 0.7
C -5.986 7.050 -2.183 -0.2 -0.3 -0.4
C -5.009 5.976 -1.786 0.0 -1.2 -0.7
O -4.943 4.914 -2.402 0.1 1.2 0.6
C -4.116 6.252 -0.606 0.3 -0.4 0.0
H -6.564 6.713 -3.049 0.1 0.1 0.2
H -6.676 7.248 -1.358 0.1 0.2 0.0
H -5.447 7.961 -2.455 -0.1 0.0 0.2
H -4.722 6.415 0.289 0.1 0.2 -0.1
H -3.493 7.128 -0.808 -0.2 0.1 0.2
H -3.463 5.390 -0.435 -0.2 0.2 0.0
```
Forces are in eV/Å.

Values from the calculation:
- HOMO level: -10.72 eV
- Lowest unoccupied orbital energy: -4.8 eV
- DFT total energy: -57684.491 eV
- Largest force on an atom: 9.23 eV/Å
- Charge: +1
- Spin multiplicity: 1
- Orbital gap: 5.959 eV

ORCA calculation (ωB97M-V with the def2-TZVPD basis set) on an isolated molecule of C20H32O5.

```
57
Properties=species:S:1:pos:R:3:forces:R:3
C 6.354 -0.817 -1.597 0.2 -0.2 0.0
C 6.965 -2.190 -1.346 -0.1 0.1 0.2
C 6.192 -3.034 -0.331 0.1 -0.1 -0.3
C 4.766 -3.390 -0.773 0.0 0.2 0.2
C 3.699 -2.509 -0.124 -0.2 -0.4 -0.5
C 2.315 -2.739 -0.757 0.1 0.1 0.5
O 2.321 -2.425 -2.129 0.0 0.1 -0.3
C 1.268 -1.983 0.019 0.1 -0.2 -0.4
C 0.435 -1.096 -0.499 -0.1 0.1 0.2
C -0.592 -0.340 0.284 0.1 0.1 0.1
C -1.995 -0.542 -0.326 0.0 0.0 0.0
C -3.146 -0.614 0.684 -0.1 0.1 -0.1
C -4.013 0.577 0.361 -0.6 -0.4 0.2
C -5.158 0.891 0.951 0.1 0.0 -0.5
C -5.975 2.110 0.652 0.0 -0.1 0.2
C -5.886 3.157 1.774 0.1 0.1 -0.2
C -4.674 4.077 1.640 -0.1 -0.2 0.1
C -3.355 3.368 1.808 0.0 0.2 0.0
O -3.174 2.366 2.460 0.0 -0.2 0.3
O -2.371 3.986 1.167 0.5 0.3 -0.3
O -3.459 1.337 -0.633 -0.2 0.2 0.4
C -2.299 0.723 -1.163 0.5 -0.1 -0.6
C -1.079 1.644 -1.039 -0.2 -0.2 0.2
C -0.311 1.177 0.208 0.4 -0.1 -0.6
O -0.668 1.864 1.382 -0.5 0.1 0.5
H 6.995 -0.236 -2.257 0.0 0.1 -0.1
H 6.242 -0.271 -0.663 -0.1 0.1 0.1
H 5.380 -0.907 -2.071 -0.2 0.1 0.0
H 7.023 -2.735 -2.292 0.1 0.0 0.0
H 7.986 -2.060 -0.979 0.0 0.0 -0.1
H 6.757 -3.955 -0.169 0.0 0.0 0.1
H 6.156 -2.505 0.624 0.1 0.0 0.1
H 4.685 -3.306 -1.859 0.0 -0.1 0.0
H 4.549 -4.429 -0.515 0.0 0.0 -0.1
H 3.644 -2.725 0.944 0.0 0.1 0.1
H 3.958 -1.454 -0.239 0.0 0.1 0.1
H 2.078 -3.810 -0.717 0.1 0.1 0.0
H 2.583 -1.501 -2.221 0.0 0.0 0.0
H 1.240 -2.214 1.075 -0.1 0.0 0.2
H 0.455 -0.885 -1.560 0.1 -0.1 -0.2
H -0.558 -0.668 1.326 0.0 0.0 0.0
H -1.989 -1.433 -0.957 0.0 0.1 0.0
H -2.798 -0.546 1.717 0.0 0.0 0.0
H -3.714 -1.540 0.588 0.0 0.0 0.0
H -5.511 0.253 1.745 0.1 -0.2 0.1
H -5.642 2.549 -0.290 -0.1 0.0 -0.1
H -7.021 1.810 0.540 0.0 0.1 -0.1
H -5.843 2.646 2.738 -0.1 0.0 0.1
H -6.783 3.780 1.757 0.0 0.0 0.1
H -4.666 4.573 0.669 0.0 0.1 0.1
H -4.714 4.853 2.410 0.1 0.0 -0.1
H -1.533 3.467 1.260 -0.3 0.0 0.1
H -2.506 0.489 -2.215 0.0 0.0 0.2
H -0.445 1.544 -1.918 0.0 0.0 -0.1
H -1.395 2.683 -0.955 0.1 0.0 -0.1
H 0.762 1.371 0.098 -0.1 -0.1 0.0
H -1.537 1.564 1.711 0.1 0.2 0.1
```
Forces are in eV/Å.

Values from the calculation:
- HOMO level: -8.02 eV
- Lowest unoccupied orbital energy: 0.7 eV
- DFT total energy: -31496.799 eV
- Largest force on an atom: 0.83 eV/Å
- Spin multiplicity: 1
- Orbital gap: 8.685 eV

ORCA calculation (ωB97M-V with the def2-TZVPD basis set) on C20H33BaCl2N2O4 as an isolated structure.

```
62
Properties=species:S:1:pos:R:3:forces:R:3
O -1.678 1.532 0.213 2.1 -0.9 0.8
C -2.659 1.604 -0.694 -0.2 0.4 -0.1
C -3.982 1.100 -0.075 -0.1 0.1 -0.6
C -3.936 0.199 0.995 -0.2 -0.1 0.0
H -2.988 -0.092 1.452 -0.2 0.2 -0.4
C -5.109 -0.355 1.507 -0.3 0.5 -0.1
H -5.037 -1.068 2.332 -0.1 0.2 -0.3
C -6.352 0.048 0.995 0.4 0.0 -0.4
H -7.271 -0.361 1.406 0.1 0.0 -0.1
C -6.406 0.952 -0.083 0.2 0.1 0.3
H -7.372 1.249 -0.506 0.3 -0.1 0.2
C -5.222 1.500 -0.597 0.0 -0.6 0.5
H -5.234 2.241 -1.398 -0.1 -0.3 0.1
H -2.746 2.684 -0.939 -0.8 0.1 -0.5
C -1.198 1.533 -2.852 0.2 0.1 -0.1
C -2.278 0.890 -2.026 -0.7 -0.7 0.8
H -1.378 1.337 -3.918 0.1 0.2 0.2
H -0.187 1.142 -2.616 -0.5 0.1 -0.1
H -1.173 2.618 -2.668 0.0 -0.2 -0.1
C -2.786 -0.319 -2.316 0.0 0.3 -0.1
C -2.459 -1.150 -3.513 0.2 -0.4 -0.2
H -3.501 -0.788 -1.631 0.1 0.3 -0.2
H -3.346 -1.332 -4.139 0.0 0.1 0.2
H -2.092 -2.122 -3.166 0.0 0.1 -0.2
H -1.672 -0.723 -4.146 -0.2 -0.1 0.2
Ba -0.118 -0.671 0.088 -0.9 0.7 -0.2
Cl -1.547 -2.954 1.308 0.1 -0.1 0.3
Cl 0.419 -2.457 -2.344 0.2 0.1 -0.1
C 2.527 -2.425 0.024 -1.3 0.8 0.4
O 2.570 -1.221 0.342 0.6 -1.1 -0.2
N 3.529 -3.296 0.075 1.2 -0.3 0.0
C 4.885 -2.802 0.279 -0.2 -0.1 0.0
C 3.323 -4.721 -0.179 -0.3 0.4 -0.2
H 1.580 -2.871 -0.336 0.3 -0.1 0.2
H 4.818 -1.727 0.463 0.1 -0.2 0.0
H 5.501 -2.983 -0.611 -0.1 0.0 0.1
H 5.346 -3.299 1.140 0.0 0.1 -0.1
H 2.240 -4.896 -0.206 0.3 -0.1 0.0
H 3.774 -5.319 0.623 -0.1 0.1 -0.1
H 3.753 -5.020 -1.145 0.0 0.1 0.2
H 4.014 3.579 -1.463 -0.2 0.0 0.0
H 2.917 5.397 0.112 -0.2 0.0 0.0
C 2.993 3.542 -1.867 0.0 0.1 0.0
C 1.934 5.087 -0.275 -0.1 -0.3 -0.1
N 2.008 3.739 -0.816 0.4 0.1 -0.1
H 2.845 2.578 -2.349 -0.1 0.1 0.1
C 1.338 2.694 -0.289 -0.1 -1.4 -0.4
O 1.456 1.526 -0.698 0.1 1.7 0.6
H 1.195 5.113 0.528 0.1 0.1 -0.1
H 0.649 2.962 0.534 0.1 -0.1 -0.3
H 2.890 4.350 -2.601 0.0 -0.2 0.0
H 1.634 5.785 -1.070 0.0 -0.1 0.2
C 1.530 -2.396 3.752 -0.4 -0.2 -0.1
C 1.524 -0.911 3.539 -0.9 0.9 -1.1
C 2.598 -0.165 4.285 0.0 0.2 0.1
O 0.728 -0.316 2.806 1.3 -1.0 1.1
H 2.013 -2.614 4.714 -0.2 -0.2 -0.3
H 2.108 -2.875 2.946 -0.1 0.2 0.2
H 0.506 -2.787 3.703 0.2 0.0 -0.1
H 3.412 0.097 3.596 -0.2 -0.1 0.1
H 2.185 0.761 4.692 0.1 -0.1 -0.1
H 2.985 -0.802 5.081 0.1 0.3 0.0
```
Forces are in eV/Å.

Values from the calculation:
- HOMO level: -4.37 eV
- Lowest unoccupied orbital energy: 2.1 eV
- DFT total energy: -58190.277 eV
- Largest force on an atom: 2.44 eV/Å
- Charge: -1
- Spin multiplicity: 1
- Orbital gap: 6.488 eV